Record 1
Formula: C14H8AuN4O3S2
Source: the Open Molecules 2025 dataset
Level of theory: ωB97M-V/def2-TZVPD

Geometry as XYZ:
```
32
Properties=species:S:1:pos:R:3:forces:R:3
S 0.4341 2.2145 -0.2879 0.110 0.029 0.017
N -1.6343 -3.7041 1.0044 -0.009 -0.025 0.063
C 3.1203 -2.9172 -1.9826 -0.006 -0.033 -0.022
C -0.7784 4.3798 0.6252 0.007 -0.029 0.009
C -1.5675 3.4048 3.0680 -0.010 -0.028 0.007
O -0.4060 0.1390 1.9405 -0.004 -0.017 0.076
H -1.8558 2.9931 4.0250 0.000 0.004 -0.002
C -2.5625 -4.2486 0.2318 -0.006 0.019 0.000
C -0.6730 1.1535 2.7276 0.039 0.019 -0.015
N -0.0293 -2.0515 0.1991 -0.164 -0.030 0.153
C 0.7278 -2.1353 -3.0210 -0.035 0.005 -0.006
C -1.8443 4.7163 2.7446 0.003 0.028 -0.027
H -1.6451 6.2328 1.2268 -0.002 0.002 0.004
H -0.2194 -1.7345 -3.3476 0.002 0.005 0.005
N 1.3856 -1.3412 -2.1432 -0.022 -0.051 -0.028
H 0.7018 -3.9350 -4.1273 -0.001 0.002 0.000
H -2.3695 5.3515 3.4460 -0.001 0.003 -0.001
C 1.2470 -3.3208 -3.4274 -0.001 -0.018 -0.015
Au 0.1995 0.0006 0.0685 -0.016 -0.021 -0.107
C -0.8965 2.5473 2.1901 -0.016 0.010 -0.026
H 2.9348 -4.6557 -3.1803 0.003 -0.002 0.001
C -1.4392 5.2071 1.5074 -0.011 -0.008 0.029
H -0.4685 4.7538 -0.3430 -0.002 0.006 -0.003
C -0.4936 3.0441 0.9484 -0.042 0.004 -0.013
C 2.4894 -3.7137 -2.8867 0.007 0.020 0.014
H 4.0621 -3.2011 -1.5371 0.001 0.000 0.003
O 0.7746 -0.1686 -1.8641 0.036 0.020 0.030
N -3.3963 -4.7789 -0.3706 -0.002 -0.011 -0.009
C -0.8491 -2.8129 0.5611 0.096 -0.003 -0.156
S 3.2744 -0.7075 -0.3724 0.059 0.045 -0.061
O -0.7993 0.9609 3.9205 -0.018 -0.005 0.020
C 2.5759 -1.6725 -1.5438 0.005 0.060 0.061
```
Forces are in eV/Å.

Output
Net charge = -1
LUMO level = 1.6475 eV
Gap between HOMO and LUMO = 6.94 eV
Strongest force on any atom = 0.0044 Eh/bohr
E_HOMO = -5.3 eV
Spin multiplicity = 1
E_tot = -52113.6196 eV
Energy above the lowest of the compared OMol25 structures with the same formula, charge and spin = 0.000 eV

***

Record 2
Formula: C23H40CdCl4F2O25S
Source: the Open Molecules 2025 dataset
Level of theory: ωB97M-V/def2-TZVPD

Geometry as XYZ:
```
96
Properties=species:S:1:pos:R:3:forces:R:3
O -1.9454 -3.0341 -2.3621 -0.874 -0.327 1.050
H -0.7117 2.6198 -6.6015 -0.170 0.031 0.355
C -0.4279 -1.3342 3.8067 1.312 1.947 -0.370
O 0.1565 2.8552 -4.6864 -1.375 -0.465 2.087
O 0.2852 -0.4992 -1.0908 0.703 -5.103 -4.902
O 0.8623 1.7155 4.7568 0.039 -1.550 -0.490
O -3.8692 -3.3924 -1.0493 3.231 2.849 -3.181
H -0.2535 3.5247 3.2490 -0.658 0.786 0.108
H 3.3876 -2.6885 2.0023 0.014 -0.914 0.209
H -0.9098 -3.7054 -0.6730 -0.408 -0.038 0.128
C 1.7623 4.5245 -2.3143 -0.068 -0.397 -0.524
H -1.8317 -5.0220 -1.5638 -0.217 0.349 0.073
O -2.8664 -0.1414 1.6808 -0.348 0.251 -0.481
O -0.8677 4.3842 1.4672 0.435 0.934 1.688
H -1.1202 -1.6129 3.0121 0.647 0.034 -0.267
C 4.2335 -2.5812 2.6814 -0.340 0.320 -0.933
C -0.5833 -0.6244 -4.0269 -1.556 -0.949 1.692
O 2.8580 3.6379 -2.0580 0.428 -0.171 1.095
C 2.7778 2.6172 -1.1996 -2.290 -1.523 -1.329
C -1.2618 -4.0951 -1.6282 0.764 0.441 -0.463
H 0.6535 3.7322 -6.5754 -0.220 0.543 1.057
O -4.1793 1.3732 0.7471 1.296 -0.642 0.426
H -1.8155 6.9330 -1.4862 -0.154 -0.293 0.287
C -4.9150 -1.1652 -2.5451 -1.647 -0.763 -0.426
O 7.5721 -3.3527 2.8416 -4.463 2.122 -1.107
H -0.9478 -1.3916 -4.7100 0.688 0.507 -0.910
O 4.0112 2.2793 -0.8561 -1.076 2.183 -1.372
C 4.8457 -1.2512 2.3036 1.292 -1.824 0.978
O 2.1958 -1.2736 0.2258 1.767 -0.292 -0.060
C -4.4983 2.2718 -0.2697 -0.464 1.299 -1.809
C -3.9601 -0.3965 2.6128 1.179 -0.686 1.665
O 1.5798 -0.3437 4.3672 3.745 -3.355 0.116
O -2.0922 0.9638 -0.1212 -4.548 -0.855 1.582
H -1.6480 2.7745 2.4416 0.313 -0.373 -0.119
O -0.2751 0.6063 -4.6031 0.813 2.231 -2.722
H -5.4955 2.6968 -0.1545 -0.144 -0.580 0.653
H 4.1466 0.2682 -0.5448 -1.026 -0.030 0.202
H -3.3832 -0.8212 3.4344 0.004 0.153 0.267
H -0.3667 -4.2525 -2.2300 -0.082 -0.149 -0.052
H -5.3305 -0.9766 -3.5350 0.336 0.088 -0.180
O 0.4776 0.3018 0.8685 2.284 -0.337 8.303
H 0.2475 -1.0053 -3.4329 -0.305 0.192 0.172
S 0.8027 -0.9481 0.1991 -0.972 -2.152 0.688
C -3.1729 -2.7586 -1.9283 -3.300 -2.570 2.101
O -0.8319 3.2647 -0.4446 -0.863 4.636 -0.083
H -1.7629 5.2256 -2.0853 -0.058 0.022 0.136
C -0.6800 3.2502 2.2843 0.641 -0.919 1.122
H 1.2087 -5.0060 -0.3987 0.111 -0.086 0.472
C 2.0981 -4.8343 0.2075 0.709 -0.725 0.703
H -2.3469 -4.2330 2.1039 -0.508 -0.919 0.450
O 6.2032 -1.5012 2.7474 0.148 0.260 -1.009
C -0.2854 1.7586 -3.9506 0.932 -0.836 0.690
H 4.8211 -0.9916 1.2453 -0.051 0.139 0.136
F -0.8718 -1.8372 4.9566 -0.619 -0.366 1.320
C 6.4425 -2.8289 2.6543 4.437 -1.910 1.728
F 4.3345 -0.3222 3.0868 -0.463 1.556 0.310
H 0.9430 2.0687 -6.3433 -0.149 -0.218 -0.388
O -0.4590 0.1210 3.9433 -1.766 -1.374 -0.566
O -0.5189 1.8135 -2.7480 -0.169 1.238 -2.956
H 1.4315 -1.5811 2.6829 0.085 0.314 0.131
H 0.1522 2.6062 1.9997 -0.520 -0.424 -0.970
Cl 3.4803 -4.7128 -0.8961 -0.161 0.070 0.072
Cl 2.3782 -6.2395 1.3881 -0.215 1.024 -0.942
H 1.4148 -2.4642 4.2142 0.080 0.395 0.431
H -4.9398 -0.2047 -2.0305 0.847 -0.182 0.318
C -1.3442 -4.5659 2.3722 -0.989 1.130 0.654
H 0.8128 4.0149 -2.4778 0.174 -0.258 0.113
C 0.2259 2.8515 -6.0961 0.757 -1.881 -1.246
H 3.6332 1.3573 0.8939 -0.336 -0.709 -0.178
H -5.6617 -1.8232 -2.1006 0.286 -0.124 0.430
O -3.6812 -1.8156 -2.7464 1.139 0.536 0.271
C -1.2328 6.0142 -1.5513 0.394 -0.333 -0.125
C 1.1127 -1.5385 3.7244 -1.457 -0.322 -0.847
O 1.6941 1.9912 -0.9880 6.515 3.130 -0.405
H 2.0878 4.9727 -3.2531 -0.331 0.351 0.197
H 2.0677 -3.9319 0.8181 -0.281 -0.167 -0.326
H -3.8903 3.1698 -0.3796 0.715 -0.237 0.571
Cl -0.9580 -6.1022 1.6715 -0.029 -0.059 -0.401
Cd -0.1765 1.3343 -0.5769 -1.632 4.375 -2.907
C -0.8483 4.3237 0.1889 -0.216 -0.465 -0.753
H 1.6483 5.2593 -1.5173 0.271 -0.013 0.027
C 4.2188 1.2180 -0.0148 0.845 -1.957 1.582
H 5.2594 1.1807 0.3075 0.188 0.821 -0.129
H -4.4976 1.8319 -1.2669 0.182 -0.433 0.094
Cl -1.2088 -4.6633 4.1970 -0.048 0.163 -1.251
C 0.7115 0.5555 4.3942 -2.163 4.721 0.531
H -4.4660 0.4648 3.0490 0.081 0.155 -0.785
H -0.3327 6.2712 -2.1097 0.086 -0.173 0.093
H -1.5038 -0.4566 -3.4678 0.383 -0.227 0.892
H -4.6218 -1.2353 2.3969 -0.094 0.464 -1.152
O 0.0095 -2.0343 0.7764 -0.246 -0.609 -0.019
O -0.8774 5.6086 -0.2092 -0.238 -0.506 -0.947
H -0.8492 -3.6925 1.9476 1.369 -0.492 0.294
C -2.9478 0.7452 0.7150 -1.748 0.316 -0.231
H 3.9736 -2.5526 3.7396 -0.214 -0.035 -0.090
O 5.3048 -3.5170 2.4941 -0.396 0.226 -0.348
```
Forces are in eV/Å.

Output
Net charge = 0
LUMO level = -0.2122 eV
Gap between HOMO and LUMO = 8.53 eV
Strongest force on any atom = 0.1676 Eh/bohr
E_HOMO = -8.7 eV
Spin multiplicity = 1
E_tot = -146607.0856 eV
Energy above the lowest of the compared OMol25 structures with the same formula, charge and spin = 4.076 eV

***

Record 3
Formula: C29H48O10P2
Source: the Open Molecules 2025 dataset
Level of theory: ωB97M-V/def2-TZVPD

Geometry as XYZ:
```
89
Properties=species:S:1:pos:R:3:forces:R:3
O 5.7790 2.7114 1.0053 -0.136 -0.804 -0.848
H -2.5799 -2.4369 0.0203 0.015 0.031 0.021
H 3.5286 -3.7994 -1.2020 0.294 0.160 -0.582
C -6.8550 -1.7967 -1.7088 0.043 0.381 0.055
C -4.9081 -0.2719 -3.1084 -0.170 0.521 0.739
P 6.6733 2.7533 -0.3865 1.737 3.892 6.164
H -5.0914 -3.6499 4.3013 0.184 0.164 -0.041
C -6.4007 -0.5785 -1.1804 0.771 0.476 -0.853
C 4.3711 2.9061 0.9823 -0.475 0.201 0.144
C 8.3554 4.8363 -0.3731 0.062 0.369 0.046
C 7.7855 5.9330 0.5026 -0.133 0.021 0.134
H 3.7940 0.8488 1.3238 -0.017 0.014 -0.006
C -6.3548 -2.2682 -2.9381 0.301 0.923 0.603
H 3.0194 -0.0514 -4.5274 0.050 -0.384 0.349
H 8.0752 6.9166 0.1275 0.006 -0.026 0.002
O -0.2411 -1.4923 -2.7047 0.567 0.942 0.016
H -2.1286 -0.2430 1.1177 -0.123 0.113 0.104
H -6.3728 -3.7010 6.3949 0.046 0.000 -0.018
H 8.0495 4.9513 -1.4130 -0.148 -0.029 0.072
H -4.0630 -1.4950 0.2136 0.093 0.048 0.010
H -3.7400 -2.8377 1.2978 0.124 -0.007 0.082
H 1.6738 1.1246 -2.9971 -0.238 -0.427 0.137
H 5.6158 0.2117 -1.5673 -0.086 -0.056 0.062
C -5.7726 -2.8251 4.5157 -0.257 -0.470 0.011
H 7.5511 -0.5260 0.6864 0.166 0.216 -0.055
O -5.2971 -1.5985 3.9765 0.497 0.250 1.052
H -2.8063 -1.3224 -4.2501 -0.024 0.548 0.136
H -1.3445 1.3016 -4.9785 -0.054 -0.374 0.369
C -6.0377 -2.7378 6.0072 -0.031 0.179 0.006
O 7.4933 1.3781 0.0057 -1.216 0.092 -2.303
H 6.6967 5.8835 0.5456 0.004 -0.013 -0.149
C 4.0507 -1.9366 -4.1099 -0.865 0.700 0.578
C 2.5645 -1.9486 -1.6712 0.410 0.304 -0.831
O 5.9826 3.8422 -1.1457 -0.287 -2.667 -2.285
H -5.0562 1.1509 -1.4965 -0.267 -0.474 -0.017
C -2.5478 -1.0729 1.6923 0.068 -0.187 -0.382
H -0.7191 -0.3620 -4.9968 0.090 0.285 0.582
H -5.1363 -2.4405 6.5492 0.020 -0.122 -0.001
H -4.9938 -1.9177 -4.5394 -0.046 0.356 0.297
H 4.0800 3.2026 1.9925 0.179 -0.030 0.026
H -4.6868 0.5374 7.9135 0.010 -0.046 0.005
C -1.3881 0.3270 -4.4524 -1.234 -0.015 -0.953
C -4.8537 0.6134 5.7665 -0.206 0.249 0.620
H 7.1264 -0.6753 -1.7254 -0.018 -0.009 0.008
H -5.1376 1.6669 5.7286 0.154 -0.011 -0.213
C -5.4234 0.1916 -1.8842 -0.796 -0.935 0.164
H 4.8373 -3.8123 -3.3824 -0.236 0.454 0.010
H -3.0279 -0.2680 -5.6625 0.019 -0.129 0.518
C -3.8736 0.6073 -3.8278 -0.075 -1.014 -0.469
H -6.8128 -1.9996 6.2226 0.000 -0.023 -0.010
O -3.0257 -2.4854 3.9288 1.256 0.961 3.174
H -4.3885 1.2369 -4.5765 0.144 -0.191 0.332
H 1.4570 0.5749 -1.3333 -0.233 -0.198 -0.421
H -3.1939 1.0070 7.0822 -0.037 0.012 0.007
O -1.0016 0.5725 -3.0857 1.785 -0.218 -0.214
C 2.4229 -0.9149 -2.6194 0.026 0.962 -0.242
H -6.8099 -0.2082 -0.2348 0.228 -0.165 -0.348
O -3.4559 -0.5066 2.6331 0.539 0.395 0.732
H -6.7077 -3.0522 3.9989 0.041 0.164 -0.079
O 7.9984 3.5550 0.1330 0.145 -0.624 -0.700
H 3.9383 1.2781 -0.3812 -0.079 0.063 -0.035
H 1.9527 -1.8852 -0.7646 0.348 -0.270 -0.299
C 0.0178 -0.3121 -2.7276 -0.992 -0.816 0.245
C 3.4583 -2.9975 -1.9447 -0.580 1.065 -0.562
H 8.1498 5.8284 1.5263 0.075 0.010 -0.050
H -5.7848 0.0477 5.7452 0.104 -0.198 -0.135
C -2.8177 -0.2674 -4.5719 0.610 0.710 -0.297
O -4.0830 0.3663 4.5964 1.599 -1.383 1.541
H 9.4464 4.8905 -0.3566 -0.014 -0.170 0.072
H -3.3687 1.2936 -3.1277 -0.311 -0.429 -0.090
H 2.5434 1.8368 0.5621 0.026 0.043 -0.008
H -1.7124 -1.5631 2.1929 -0.134 -0.081 0.081
C 3.1525 -0.8822 -3.8219 0.250 -0.827 0.563
C 3.6177 1.6452 0.5980 0.129 -0.119 0.029
C -5.3762 -1.5012 -3.6002 -0.310 -0.489 -0.209
P -3.7055 -1.1644 4.1055 -3.843 0.098 -6.519
H 5.7734 -1.4021 -0.8497 -0.063 0.042 -0.002
C 4.1691 -2.9648 -3.1759 0.271 -0.898 0.593
H -7.6195 -2.3298 -1.1287 0.375 0.020 -0.464
C 6.2982 -0.4670 -1.0459 0.153 0.038 -0.167
H 4.6012 -1.9002 -5.0540 -0.071 -0.304 0.451
H 4.0892 3.7292 0.3239 0.217 -0.021 -0.119
C 6.8183 0.1464 0.2360 -0.242 -0.733 -0.024
H -6.7187 -3.2047 -3.3691 0.210 0.346 0.156
H -3.7024 -0.6762 7.0696 -0.095 -0.017 0.051
C 1.4253 0.2393 -2.3878 -0.247 -0.558 0.063
H 6.0270 0.2683 0.9752 -0.039 0.261 -0.058
C -3.2704 -2.0161 0.7546 -0.169 -0.134 -0.083
C -4.0671 0.3547 7.0353 0.155 0.012 -0.073
```
Forces are in eV/Å.

Output
Net charge = 0
LUMO level = -0.0708 eV
Structure (SMILES) = O=C(Cc1ccccc1)OCCCc1ccccc1.CCOP(=O)(OCC)OCC.CCOP(=O)(OCC)OCC
Gap between HOMO and LUMO = 8.84 eV
Strongest force on any atom = 0.1472 Eh/bohr
E_HOMO = -8.9 eV
Spin multiplicity = 1
E_tot = -69905.3398 eV